1.
DFT (wB97M-V/def2-TZVPD) results for 14 unconnected molecules or ions with the total composition C51H83F4NO21P3.

Geometry as XYZ:
```
163
Properties=species:S:1:pos:R:3:forces:R:3
N 0.27656 -1.72207 -0.42177 1.4 -0.4 1.3
O 0.21663 -2.69855 0.37962 -0.3 0.4 -0.9
O 0.13953 -0.56586 0.05975 -0.3 -0.3 -0.9
O 0.61503 -1.91243 -1.61002 -0.6 0.3 0.2
C -5.48319 4.26462 -3.25739 -0.9 0.0 0.8
O -6.08721 2.94510 -3.09516 0.4 0.0 -1.0
P -7.59229 2.81931 -2.65521 0.8 0.3 0.4
O -8.57833 3.56177 -3.42373 -0.7 0.6 -0.7
O -7.89696 1.26936 -2.56700 1.0 0.8 0.4
C -8.60475 0.65856 -3.62976 -0.9 -1.5 0.1
O -7.42705 3.32701 -1.17765 -0.1 -0.5 0.9
C -8.10986 4.46753 -0.68259 -0.2 -0.9 1.2
H -6.21336 5.08006 -3.07622 0.3 -0.5 0.6
H -5.28380 4.44461 -4.29737 0.7 -0.5 -0.5
H -4.60733 4.30210 -2.58009 -0.5 0.1 -0.6
H -7.94992 0.44553 -4.51739 -0.6 0.0 1.0
H -9.45265 1.28302 -3.92572 0.2 0.0 -0.1
H -9.03831 -0.26792 -3.12852 0.7 0.9 -1.2
H -8.57677 4.94218 -1.50903 -0.5 0.9 -0.4
H -7.40160 5.07527 -0.13299 0.3 0.3 -0.3
H -8.84469 4.15161 0.07313 0.0 0.0 -0.4
C -3.74812 2.83136 4.33185 -1.7 0.7 0.9
O -3.48939 3.91994 3.47562 -0.8 0.5 0.1
P -2.03067 4.18459 3.00505 0.7 1.0 -1.3
O -1.01167 3.71149 3.92245 0.7 0.1 1.0
O -1.93378 3.53702 1.58730 -0.3 0.1 -0.6
C -2.19871 2.13669 1.47211 1.3 -1.3 -0.5
O -2.03594 5.72144 2.55483 -0.3 -0.2 1.0
C -2.00035 6.81553 3.51229 3.4 -1.5 1.0
H -4.36382 3.23114 5.15158 0.1 -0.3 -0.2
H -2.87544 2.41855 4.74840 1.2 -0.5 0.4
H -4.31072 2.09485 3.79672 -0.3 -0.5 -0.3
H -1.30447 1.70717 0.95953 -0.5 0.1 0.5
H -3.01769 1.93620 0.77983 -0.3 0.4 0.3
H -2.31348 1.59069 2.43989 0.0 0.6 -0.7
H -0.95620 7.26482 3.40711 -1.6 -0.2 0.1
H -2.10912 6.56371 4.59875 0.1 -0.6 -1.0
H -2.77152 7.46711 3.32133 -1.6 1.6 -1.0
C 3.93613 -4.36117 6.30656 -0.1 -2.5 1.5
O 3.66702 -4.55804 4.92079 0.4 -0.3 0.4
P 2.70888 -3.57208 4.19530 -0.8 1.6 -1.2
O 2.09535 -2.52400 5.02373 0.0 -0.3 0.4
O 3.60374 -2.99603 3.01727 0.1 -1.5 0.2
C 3.03208 -2.12510 2.03057 -0.1 -0.6 -0.2
O 1.62671 -4.47132 3.46809 1.3 0.0 -1.3
C 0.55138 -5.02267 4.15015 -1.0 -1.3 -0.1
H 4.83645 -4.97990 6.54508 -0.6 0.7 -0.3
H 3.10474 -4.81831 6.94329 0.8 0.8 -0.9
H 4.10807 -3.34696 6.58185 0.1 0.7 -0.1
H 2.76538 -1.26687 2.59919 -0.6 1.1 -0.1
H 2.19399 -2.58981 1.49363 0.0 0.2 0.4
H 3.80407 -1.88915 1.30419 0.2 0.0 0.1
H -0.35570 -4.51179 3.90304 -0.5 0.6 -0.1
H 0.72683 -4.96675 5.19124 -0.1 0.0 1.3
H 0.35025 -6.08985 3.89817 0.7 0.6 -0.1
F 2.09882 6.33256 -4.13507 0.4 0.1 0.1
C 1.45146 5.56683 -3.23531 -1.9 -0.4 -1.0
C 2.11056 4.84717 -2.28616 -0.3 1.1 1.1
C 1.29841 4.16559 -1.35571 0.3 -0.3 -1.4
C -0.07273 3.98734 -1.52005 0.4 -0.5 0.5
C -0.69669 4.69719 -2.52118 0.6 -0.1 -0.9
C 0.05518 5.45379 -3.40701 0.5 1.2 0.5
H 3.17178 5.06151 -2.13702 -0.3 -0.6 0.0
H 1.86371 3.63752 -0.65006 0.3 -0.8 1.3
H -0.66964 3.24455 -0.96809 0.5 0.6 0.1
H -1.73492 4.54306 -2.68987 -0.8 0.1 -0.1
H -0.42221 6.13673 -4.10895 0.1 -0.4 -0.2
F 2.66055 2.91973 -7.19063 0.1 0.5 -0.2
C 2.54235 2.20636 -6.05290 -0.5 -0.4 -0.4
C 1.71995 2.67412 -5.05768 0.4 -0.6 0.5
C 1.52053 1.83448 -3.94121 -0.4 0.7 -0.3
C 2.02102 0.56822 -3.93075 0.9 -2.2 0.7
C 2.84115 0.12893 -4.99059 -0.7 0.5 0.7
C 3.10435 0.94016 -6.06757 -1.0 0.3 0.8
H 1.22776 3.61168 -5.21867 -0.1 0.4 0.3
H 0.94662 2.09768 -3.06754 -0.3 0.6 -0.3
H 1.76005 -0.17084 -3.09732 0.5 1.3 -1.1
H 3.22691 -0.85804 -4.99443 0.2 -0.9 0.1
H 3.43728 0.51242 -6.97058 1.0 -0.1 -0.9
F -1.43128 -1.31859 6.40464 -0.1 0.1 -0.2
C -1.87030 -1.31370 5.10846 0.0 -0.2 0.9
C -3.22284 -1.43671 4.90632 0.7 1.0 0.0
C -3.65520 -1.35795 3.57740 -1.2 -0.5 3.0
C -2.77415 -1.38204 2.59178 2.4 -0.2 -2.9
C -1.37022 -1.33814 2.81901 0.1 -0.2 -0.5
C -0.91088 -1.22795 4.11599 -0.3 0.0 0.5
H -3.84585 -1.39617 5.78223 -0.4 -0.2 0.0
H -4.70259 -1.38658 3.42373 -0.9 0.0 -0.5
H -3.17034 -1.48766 1.57979 0.4 0.1 0.1
H -0.63196 -1.46195 2.00794 -0.8 0.4 0.3
H 0.10835 -1.10624 4.47460 0.1 -0.3 -0.6
F 6.38263 1.33149 -0.99476 0.0 -0.1 -0.2
C 6.45911 0.07668 -0.50165 0.2 0.6 -0.3
C 6.36124 -0.08506 0.83641 -0.5 -2.1 1.9
C 6.40315 -1.42397 1.37735 0.6 1.4 1.4
C 6.69974 -2.48866 0.57395 -0.3 -1.0 -0.6
C 6.81999 -2.22701 -0.82382 0.1 -1.6 1.3
C 6.68570 -0.98551 -1.36255 0.1 0.5 -0.7
H 6.15040 0.70861 1.53074 0.0 0.5 -0.2
H 6.33383 -1.57937 2.50148 -0.1 0.3 -1.6
H 6.74753 -3.53945 1.01426 0.0 1.6 -0.9
H 7.01867 -3.08032 -1.44841 0.0 -0.1 -0.4
H 6.77878 -0.82199 -2.43930 -0.1 0.0 0.4
C 2.96211 1.17996 0.47391 0.5 -0.9 0.9
C 3.15709 1.91044 1.82969 1.0 -0.9 -2.1
O 4.26956 2.19654 2.22528 0.0 -0.2 0.2
C 1.94426 2.30453 2.48785 -2.6 0.8 -0.7
H 3.18237 1.93754 -0.26061 0.0 0.1 -0.6
H 1.97412 0.69276 0.29216 0.6 0.6 0.3
H 3.75479 0.40337 0.39868 -0.4 0.5 -0.1
H 2.13590 2.62839 3.46189 0.2 0.6 1.6
H 1.23356 1.44843 2.50484 0.2 0.8 -0.1
H 1.48195 3.20824 1.93294 0.5 -1.6 0.6
C 2.65277 -4.35861 -2.93762 -0.4 -0.7 1.3
C 1.95340 -5.11386 -1.83369 -2.2 -1.4 -2.9
O 0.91555 -5.72337 -2.13922 1.3 0.8 1.0
C 2.57054 -5.23659 -0.52093 -0.1 0.9 1.6
H 2.44428 -3.33570 -2.76984 0.3 1.4 0.3
H 2.24395 -4.60161 -3.88186 -0.4 -0.5 -0.9
H 3.68163 -4.62760 -2.86249 1.0 0.3 -0.2
H 2.73522 -6.27462 -0.30723 0.4 -0.6 0.0
H 1.79627 -4.95077 0.21371 0.4 0.2 -0.1
H 3.48749 -4.63506 -0.38384 -0.5 -0.3 0.0
C 6.29055 0.63708 5.44887 0.3 0.4 -0.6
C 5.38972 -0.52976 5.69991 0.6 0.7 -0.7
O 5.77905 -1.65191 5.62117 0.8 -2.2 0.0
C 3.99180 -0.22859 6.00418 0.0 0.3 -0.8
H 6.34771 1.23358 6.35057 0.1 0.4 0.1
H 5.83194 1.20858 4.65936 -0.5 0.7 -0.1
H 7.27934 0.45603 5.02128 0.0 -0.7 0.6
H 3.68072 0.63749 5.45004 -0.6 0.2 -0.5
H 3.98889 0.07240 6.99256 -0.1 0.8 2.4
H 3.37655 -1.09418 5.94704 -0.6 -0.5 -0.5
C -3.16582 -0.29513 -1.25043 -0.6 -1.1 -2.0
C -2.60292 0.83743 -2.06412 0.6 2.0 0.4
O -2.99279 2.02014 -1.98657 0.5 -2.4 0.0
C -1.42426 0.45707 -2.98212 -1.6 0.7 0.4
H -2.39501 -0.94393 -0.82070 0.0 0.4 0.1
H -3.71555 -0.96458 -1.99660 0.7 0.7 0.7
H -3.93416 -0.00543 -0.57494 -0.3 0.4 0.8
H -0.49717 0.45146 -2.38814 -0.3 -0.3 -0.3
H -1.45025 1.21338 -3.77356 0.5 -0.1 0.1
H -1.71268 -0.50586 -3.40330 0.6 -0.1 0.1
C -0.81981 -2.96994 -4.90733 1.8 -0.9 1.7
C -1.55770 -1.89732 -5.52374 1.1 1.3 -2.2
O -2.69002 -1.61827 -5.23800 -0.6 0.2 -0.1
C -0.68216 -1.06189 -6.52352 -0.5 -1.1 0.8
H 0.01529 -3.41850 -5.44415 0.2 0.7 -0.2
H -1.41446 -3.78923 -4.66829 -1.5 -1.4 0.4
H -0.48428 -2.63845 -3.89735 0.2 0.1 -0.6
H -0.15189 -1.63934 -7.28468 -0.2 -0.4 0.2
H 0.10652 -0.62828 -5.91351 0.0 0.5 0.1
H -1.29661 -0.36181 -7.03320 -0.4 1.0 -0.2
C -2.20887 -4.56649 -0.49978 0.2 -0.2 -0.7
C -3.45704 -4.06429 -1.15653 0.6 -1.5 -0.8
O -4.30354 -3.48692 -0.54098 -0.9 1.1 0.7
C -3.73768 -4.51726 -2.57199 0.4 -0.5 1.0
H -2.21496 -5.66739 -0.43443 -0.1 0.4 0.0
H -2.16954 -4.09786 0.44377 0.1 0.2 1.4
H -1.28947 -4.28314 -1.00628 0.0 0.0 -0.4
H -2.85631 -4.71645 -3.14969 0.5 0.4 -0.4
H -4.45259 -3.86731 -3.00259 -0.5 0.6 -0.8
H -4.18712 -5.49136 -2.44874 -0.4 -0.5 0.1
```
Forces are in eV/Å.

Results
Largest force on an atom in eV Å⁻¹: 3.9
LUMO in Eh: 0.0789
Charge: -1
ΔE to the lowest compared entry with this formula, charge and spin in kJ/mol: 29.6


2.
DFT (wB97M-V/def2-TZVPD) results for 10 unconnected molecules or ions with the total composition C51H90N4O23.

Geometry as XYZ:
```
168
Properties=species:S:1:pos:R:3:forces:R:3
C -5.52015 -4.37185 4.24962 0.8 -1.1 -1.0
O -5.57614 -3.35604 3.27670 -0.7 1.3 1.6
C -6.23748 -2.17999 3.81602 0.2 -0.6 -1.9
C -6.63209 -1.27153 2.63503 0.7 -1.2 1.4
N -5.52146 -0.57228 2.00191 -0.8 0.4 -0.6
C -5.94226 -0.09246 0.67266 1.6 1.9 0.8
C -4.83316 0.88456 0.12451 0.6 -2.2 -0.4
O -3.54776 0.13263 -0.20466 -2.4 1.3 -0.2
C -2.58390 1.05144 -0.76608 -0.8 -0.5 1.2
H -6.49003 -4.81798 4.46966 -0.3 0.2 0.0
H -4.99437 -4.16034 5.18071 -0.1 0.7 0.1
H -4.90829 -5.12363 3.75109 -0.1 -0.4 0.2
H -5.64770 -1.66597 4.57499 0.4 0.0 -0.2
H -7.18567 -2.43003 4.29197 -0.1 -0.6 0.1
H -7.37086 -0.71657 3.21325 0.1 1.5 -0.8
H -7.20188 -1.86202 1.91755 -0.1 -0.3 -0.1
H -4.80106 -1.20600 1.68644 0.3 -0.7 1.0
H -6.80986 0.55585 0.79542 -0.3 -0.2 -0.1
H -6.15826 -0.95245 0.03873 -0.1 0.3 -0.5
H -4.55512 1.66095 0.83727 -0.2 -0.2 0.3
H -5.27673 1.38190 -0.73804 0.4 -0.1 -0.5
H -2.44095 0.96011 -1.84279 0.0 -0.3 0.0
H -1.69367 0.83167 -0.17678 0.4 0.4 -0.5
H -2.95342 2.05782 -0.56921 0.4 0.1 0.0
C -5.70649 8.27978 -5.78778 -0.4 1.3 0.0
O -5.81497 6.92230 -5.54863 0.0 -1.5 0.0
C -6.97100 6.43893 -4.86208 0.1 0.0 0.9
C -6.96580 6.59490 -3.31453 -0.5 0.8 0.6
N -6.11232 5.70067 -2.54582 0.4 -1.2 -0.5
C -4.72838 5.74154 -2.96001 0.7 -1.6 -0.1
C -3.74714 4.73487 -2.21662 -1.9 0.1 -0.8
O -2.59706 5.39646 -1.85870 -1.1 1.3 1.1
C -1.62783 4.51976 -1.45507 3.0 0.4 -0.6
H -5.58084 8.87974 -4.88648 0.0 0.0 0.3
H -6.54827 8.71252 -6.32836 -0.6 -0.2 0.0
H -4.87222 8.54078 -6.43891 0.4 -0.7 0.1
H -7.15241 5.37141 -4.98687 1.0 -0.3 -0.6
H -7.86753 6.83143 -5.34197 -0.2 0.7 0.4
H -7.98912 6.44425 -2.97072 -0.2 -0.3 -0.2
H -6.78449 7.62631 -3.01218 0.3 0.6 -0.3
H -6.14029 5.74498 -1.53718 -0.7 0.5 -0.1
H -4.33227 6.75667 -2.93358 0.4 0.1 0.1
H -4.72752 5.37008 -3.98476 0.3 0.5 -0.1
H -3.54414 3.88520 -2.86850 0.4 0.1 -0.7
H -4.15006 4.18124 -1.36852 -0.7 0.5 0.7
H -1.25795 4.16437 -2.41684 0.6 -1.2 0.4
H -1.70371 3.77101 -0.66659 -1.4 -0.3 -0.3
H -0.82266 5.10269 -1.00785 0.2 0.4 -0.3
C 2.45911 2.13247 5.40934 0.6 0.5 -0.5
O 2.07569 2.94781 4.27555 0.0 -0.5 0.9
C 2.94185 2.77860 3.18407 0.2 -1.8 -1.7
C 2.79139 3.83270 2.11432 0.0 1.3 1.2
N 3.15915 5.06621 2.85446 0.6 -0.8 -0.6
C 3.29530 6.31827 2.13248 -1.3 0.8 0.7
C 4.51366 6.47487 1.22836 -1.9 -0.8 1.2
O 5.60952 6.45290 2.07830 0.7 -1.0 0.6
C 6.79980 6.51672 1.35256 0.3 1.2 -0.6
H 3.33557 2.60600 5.85169 0.0 0.1 0.4
H 2.78741 1.12328 5.16060 -0.2 -0.2 -0.6
H 1.67664 2.01130 6.15844 -0.3 0.5 -0.4
H 2.74141 1.82820 2.68944 -0.4 -0.5 0.0
H 4.00485 2.65861 3.39322 0.1 0.6 0.9
H 1.76260 3.86379 1.75554 -0.3 0.0 -0.1
H 3.40624 3.65047 1.23293 0.3 -0.2 0.3
H 2.39875 5.10134 3.51828 0.2 0.7 0.4
H 3.32550 7.10069 2.89077 0.1 0.1 0.1
H 2.34589 6.47274 1.61978 0.0 0.5 -0.9
H 4.48197 7.39683 0.64779 -0.2 0.0 -0.2
H 4.38045 5.59287 0.60190 1.0 -0.1 -0.7
H 6.90006 7.57286 1.10235 0.4 0.2 -0.7
H 6.72809 5.92523 0.43982 0.2 -0.1 -0.1
H 7.72746 6.29775 1.88134 -0.5 -0.5 0.5
C -4.63170 -3.75879 -0.27714 0.0 0.3 -0.2
O -4.40334 -3.91348 -1.65770 1.0 0.0 -0.9
C -3.96520 -2.64761 -2.22099 -0.5 -0.6 -0.4
C -3.53007 -2.73076 -3.73303 0.2 -0.8 0.5
N -2.19861 -3.35647 -4.05695 1.1 0.4 1.9
C -1.21463 -3.30719 -2.91691 0.6 -0.5 -1.0
C 0.25494 -3.79793 -3.28691 -2.3 1.0 -0.6
O 0.80386 -2.83389 -4.25632 -0.5 -0.9 1.8
C 2.18392 -2.57254 -4.02218 -0.4 -0.8 -0.9
H -3.70821 -3.47303 0.22645 0.1 0.1 0.3
H -5.01665 -4.67379 0.17306 0.0 -0.1 -0.3
H -5.36964 -2.96514 -0.16026 -0.2 0.1 0.4
H -3.25559 -2.16880 -1.54625 0.5 -0.1 -0.2
H -4.84287 -2.01022 -2.11358 -0.1 0.4 -0.6
H -3.63458 -1.74958 -4.19611 0.2 0.3 0.3
H -4.24566 -3.35754 -4.26519 -0.3 0.0 0.3
H -1.72789 -2.90021 -4.82528 -0.4 0.3 -0.2
H -1.66751 -3.90733 -2.12770 0.4 -0.2 0.1
H -1.00133 -2.32863 -2.48676 -0.5 0.6 -0.1
H 0.17821 -4.81329 -3.67582 0.4 0.0 -0.4
H 0.80457 -3.82142 -2.34592 0.3 0.2 -0.1
H 2.48607 -2.72507 -2.98606 -0.2 0.4 0.1
H 2.38619 -1.56695 -4.39094 0.2 -0.1 0.2
H 2.72780 -3.32012 -4.59960 0.5 0.2 -0.2
C 5.45976 -0.75248 4.70786 0.3 0.1 -0.8
C 5.47470 0.32586 3.80163 0.7 -1.4 2.7
C 5.40780 0.13588 2.45454 0.1 1.0 0.7
C 5.41272 -1.12964 1.92599 -0.5 -1.0 0.3
C 5.40336 -2.22178 2.79624 0.7 1.2 0.0
C 5.45032 -2.03513 4.19382 -0.4 -0.8 -1.6
O 5.53753 -3.14334 4.97109 0.1 0.0 1.3
O 5.32602 1.23118 1.68807 0.0 0.6 -2.3
H 5.57085 -0.53810 5.76054 0.0 -0.2 0.1
H 5.78878 1.22158 4.31685 -0.6 0.8 -0.6
H 5.39886 -1.31154 0.86151 0.1 0.2 -0.1
H 5.60016 -3.17655 2.33141 -0.4 -0.4 0.3
H 5.32211 -3.94445 4.48797 0.0 0.2 -0.2
H 5.66947 2.03959 2.07553 0.0 -0.2 0.4
C 6.60745 -4.23897 -2.06526 -1.0 -0.4 -0.6
C 5.81012 -3.18776 -2.48296 -0.3 -1.0 1.3
C 6.21906 -2.37156 -3.48556 -0.9 1.3 0.1
C 7.38084 -2.56169 -4.13777 1.8 0.0 -0.4
C 8.19704 -3.59497 -3.72003 0.2 0.3 -0.8
C 7.78778 -4.44166 -2.72674 0.1 -0.7 0.0
O 8.54341 -5.55538 -2.42850 0.3 0.6 0.2
O 5.39906 -1.31809 -3.67931 -1.2 1.0 -0.2
H 6.25751 -5.05241 -1.44699 -0.1 0.3 0.5
H 4.86541 -2.93472 -2.02480 -0.1 -0.2 0.1
H 7.75280 -1.86689 -4.87621 -0.2 0.1 -0.2
H 9.12695 -3.75286 -4.24608 0.2 -0.2 0.0
H 9.41325 -5.15532 -2.49859 0.7 -0.9 0.1
H 5.63819 -0.70193 -4.37556 0.4 -0.3 -0.1
C -2.06986 -6.39941 1.46555 -1.0 -0.3 0.1
C -1.29099 -5.46778 0.81495 1.6 0.8 2.0
C -0.31234 -4.75813 1.61516 -0.2 -2.7 1.2
C -0.14012 -5.09472 3.01196 -2.2 0.0 -1.4
C -1.10631 -5.93651 3.63672 1.0 0.4 -1.8
C -2.01336 -6.64498 2.83076 1.9 1.7 0.9
O -2.76360 -7.60011 3.38682 -1.5 -1.1 0.0
O 0.62246 -4.04355 0.95574 0.3 0.8 -0.9
H -2.83824 -6.95999 0.95394 0.1 -0.1 -0.4
H -1.30304 -5.38926 -0.26212 -0.1 0.3 0.0
H 0.66201 -4.68683 3.60913 0.0 0.3 -0.2
H -1.05999 -6.10153 4.70304 0.1 -0.2 0.1
H -2.64710 -7.63830 4.33895 0.1 0.1 0.0
H 1.42690 -3.93019 1.46723 -0.1 0.1 0.4
C -0.17804 0.39308 -5.26344 -0.3 0.3 1.3
C 0.77107 1.44227 -5.73433 -1.2 1.4 0.1
O -0.04138 2.66384 -5.41946 1.4 0.1 -1.3
C -1.35150 2.37379 -5.29086 -0.7 2.7 2.2
O -2.23601 3.19645 -5.03326 2.2 -2.0 -1.3
O -1.47649 1.08402 -5.20448 -0.3 -3.3 -0.5
H 0.22854 0.25436 -4.26166 -1.2 -0.7 0.5
H -0.19626 -0.57158 -5.77057 -0.4 0.4 -0.2
H 1.02218 1.34525 -6.79056 0.1 0.7 0.0
H 1.61218 1.44852 -5.04108 0.2 0.4 -0.6
C 2.08323 -3.53688 6.89169 0.4 1.4 0.1
C 0.90813 -2.59295 7.03650 0.9 -0.1 1.7
O 0.62654 -2.18745 5.71990 -2.1 1.3 1.5
C 1.58777 -2.52352 4.91023 -1.2 -0.3 -4.4
O 1.54951 -2.25566 3.70473 0.9 -0.3 2.7
O 2.39617 -3.37670 5.48285 1.7 -1.9 0.9
H 1.74213 -4.47786 7.32331 0.7 -0.7 -1.3
H 2.93629 -3.16166 7.45699 0.1 -0.3 -0.1
H 1.19583 -1.77363 7.69532 -0.2 0.5 -0.4
H 0.19568 -3.17510 7.62096 -1.2 0.5 -1.0
C 2.25409 -0.29788 0.47113 -0.4 -1.3 -1.1
C 2.18394 -0.98566 -0.90773 -0.1 0.5 1.4
O 1.83721 0.09851 -1.77782 -0.6 1.2 -0.5
C 1.21479 1.12091 -1.04965 -0.6 1.8 -0.8
O 0.63433 2.15297 -1.48303 2.6 -4.8 1.5
O 1.39009 0.81919 0.25754 -0.3 1.0 0.4
H 3.27911 -0.06536 0.75987 -0.2 0.8 -0.1
H 1.87071 -1.01653 1.19546 -0.4 0.6 0.4
H 1.38352 -1.72553 -0.91055 0.0 0.0 -0.2
H 3.15523 -1.45722 -1.05718 -0.1 0.3 -1.0
```
Forces are in eV/Å.

Results
SMILES: Oc1ccc(O)cc1.Oc1ccc(O)cc1.Oc1ccc(O)cc1.COCCNCCOC.COCCNCCOC.COCCNCCOC.COCCNCCOC.O=C1OCCO1.O=C1OCCO1.O=C1OCCO1
Largest force on an atom in eV Å⁻¹: 5.6
LUMO in Eh: 0.0007


The lowest largest force on an atom belongs to which entry?
C51H83F4NO21P3


What is the LUMO in the second record?
0.0007 Eh


The lowest largest force on an atom belongs to which entry?
C51H83F4NO21P3


Among the records above, which one has the highest largest force on an atom?
C51H90N4O23